# C47H30I4N8OsS

A structure of composition C47H30I4N8OsS at a distorted geometry (ωB97M-V/def2-TZVPD, the OMol25 dataset).

XYZ file:
```
91
Properties=species:S:1:pos:R:3:lowdin_charge:R:1
Os 0.1947 -0.0987 0.0805 1.536
I -8.0028 -3.8881 -3.3175 0.899
C -6.3568 -3.0329 -2.2982 -0.694
C -6.4140 -2.8428 -0.9242 -0.127
C -5.3329 -2.2836 -0.2635 -0.024
C -4.1855 -1.9496 -0.9720 -0.226
C -4.1401 -2.1558 -2.3522 -0.020
C -5.2253 -2.6788 -3.0231 -0.126
C -2.9409 -1.4085 -0.3848 -0.051
C -1.8551 -2.2902 -0.4024 -0.212
C -1.9780 -3.7054 -0.5619 0.047
C -0.7172 -4.2167 -0.5752 0.041
C 0.1818 -3.1038 -0.4931 -0.206
C 1.5574 -3.1558 -0.7626 -0.039
C 2.1330 -4.4626 -1.1140 -0.203
C 1.5672 -5.2052 -2.1528 -0.034
C 2.0650 -6.4480 -2.4833 -0.123
C 3.1376 -6.9651 -1.7677 -0.690
I 3.8620 -8.9009 -2.2246 0.904
C 3.7318 -6.2278 -0.7502 -0.124
C 3.2401 -4.9753 -0.4379 -0.025
C 2.3672 -2.0193 -0.8975 -0.229
N 1.9765 -0.7248 -0.6804 -0.112
C 2.9944 0.0753 -1.1346 -0.204
C 3.0142 1.4689 -1.0965 -0.029
C 4.0254 2.2130 -1.8782 -0.220
C 3.5566 2.8666 -3.0200 -0.022
C 4.4044 3.6259 -3.7988 -0.127
C 5.7332 3.7639 -3.4197 -0.692
I 7.0226 4.9868 -4.5725 0.898
C 6.2147 3.1185 -2.2886 -0.126
C 5.3668 2.3295 -1.5306 -0.023
C 2.0466 2.2567 -0.4597 -0.202
C 2.1677 3.6669 -0.2584 0.060
C 1.0228 4.0829 0.3441 0.054
C 0.1734 2.9353 0.4566 -0.215
N 0.8490 1.8183 0.0333 -0.071
C -1.1960 2.9852 0.7353 -0.046
C -2.0665 1.8988 0.5693 -0.242
C -3.4865 2.0322 0.4672 0.049
C -3.9737 0.8270 0.0694 0.046
C -2.8594 -0.0623 -0.0247 -0.205
N -1.7016 0.6083 0.2861 -0.080
C -1.7816 4.3209 0.9630 -0.217
C -2.4272 4.6625 2.1490 -0.026
C -2.8884 5.9511 2.3503 -0.127
C -2.7535 6.8979 1.3429 -0.694
I -3.4508 8.8701 1.6489 0.910
C -2.1652 6.5562 0.1317 -0.122
C -1.6763 5.2785 -0.0474 -0.033
C 4.0509 -0.7385 -1.6533 0.051
C 3.6772 -2.0314 -1.4781 0.047
N -0.5340 -1.9497 -0.2972 -0.052
H -7.2916 -3.1348 -0.3670 0.103
H -5.3693 -2.1503 0.8074 0.125
H -3.2437 -1.8958 -2.8961 0.130
H -5.1830 -2.8182 -4.0924 0.103
H -2.9086 -4.2323 -0.6351 0.132
H -0.4279 -5.2477 -0.6407 0.127
H 0.7454 -4.7929 -2.7183 0.128
H 1.6221 -7.0128 -3.2883 0.103
H 4.5718 -6.6298 -0.2050 0.103
H 3.6893 -4.4065 0.3624 0.127
H 2.5186 2.7674 -3.3001 0.129
H 4.0308 4.1179 -4.6829 0.102
H 7.2451 3.2381 -1.9907 0.103
H 5.7428 1.8373 -0.6459 0.128
H 3.0167 4.2595 -0.5345 0.134
H 0.7704 5.0743 0.6619 0.129
H -4.0382 2.9354 0.6346 0.128
H -4.9906 0.5726 -0.1481 0.126
H -2.5368 3.9298 2.9359 0.118
H -3.3487 6.2188 3.2898 0.102
H -2.0801 7.2836 -0.6608 0.105
H -1.2165 5.0076 -0.9862 0.131
H 4.9568 -0.3715 -2.0895 0.125
H 4.2246 -2.9098 -1.7498 0.125
C -1.4225 0.1034 6.2229 0.012
C -0.2277 -0.3592 5.4975 -0.311
N 0.8275 -0.8756 6.0284 0.142
N 1.6730 -1.1556 5.0219 0.054
C 1.1535 -0.8166 3.8282 -0.730
S 1.8580 -0.9900 2.3285 0.751
N -0.0799 -0.2968 4.1163 -0.083
N -0.9537 0.1848 3.1483 0.107
H -1.2768 -0.0677 7.2870 0.101
H -2.3067 -0.4422 5.8928 0.093
H -1.5856 1.1677 6.0508 0.092
H 2.5789 -1.5650 5.2010 0.175
H -1.8549 -0.2885 3.2153 0.121
H -1.1066 1.1860 3.2707 0.109
```

Calculated values
Highest occupied orbital energy (alpha / beta)   -12.41 / -12.42 eV
Strongest force on any atom   3.0 eV/A
Net charge   +2

---

# C47H34N2O15

A cluster of 7 separate species, C47H34N2O15 in total at a distorted geometry (ωB97M-V/def2-TZVPD, the OMol25 dataset).

XYZ file:
```
98
Properties=species:S:1:pos:R:3:lowdin_charge:R:1
N 1.4827 1.1911 1.3254 0.150
C 1.2224 0.8754 -0.0089 -0.503
O 1.3546 -0.2623 -0.4397 0.038
C 0.7324 1.9404 -0.9801 -0.081
C -0.0118 3.1393 -0.3131 -0.109
C -1.5046 2.8756 -0.4437 -0.210
C -2.2670 3.5948 -1.3136 -0.007
C -3.6048 3.2940 -1.4330 0.014
C -4.0970 2.2983 -0.6737 -0.103
C -3.3287 1.5723 0.2124 -0.090
C -2.0145 1.8612 0.3306 0.038
C -4.1838 0.5179 0.8836 -0.349
O -3.9620 -0.0742 1.9066 0.133
N -5.3199 0.3838 0.0067 0.133
C -5.4873 1.7081 -0.5779 -0.344
O -6.5572 2.1875 -0.8407 0.144
H 0.6180 1.5180 1.7445 0.056
H 1.6675 0.3043 1.7861 0.085
H 0.0148 1.4181 -1.6072 0.119
H 1.5307 2.2836 -1.6375 0.122
H 0.2335 3.2309 0.7413 0.107
H 0.2296 4.0724 -0.8159 0.113
H -1.8384 4.3792 -1.9038 0.095
H -4.2477 3.8130 -2.1288 0.125
H -1.3994 1.2814 1.0051 0.124
H -5.0668 -0.2817 -0.7182 0.152
C -2.4637 4.1868 -6.2053 0.024
C -3.1084 4.3059 -7.3623 0.030
C -4.3325 5.1363 -7.4786 -0.382
O -4.9235 5.2457 -8.5301 0.113
C -4.8087 5.8308 -6.2540 0.025
C -4.1629 5.7111 -5.0975 0.021
C -2.9406 4.8799 -4.9862 -0.360
O -2.3471 4.7681 -3.9305 0.077
H -1.5700 3.5874 -6.1033 0.096
H -2.7732 3.8084 -8.2631 0.118
H -5.7026 6.4324 -6.3593 0.123
H -4.4939 6.2082 -4.1940 0.122
C 0.7861 -0.9683 5.4534 0.031
C 0.0528 -1.8511 6.1256 0.029
C -1.4239 -1.8900 5.9850 -0.366
O -2.0918 -2.6945 6.5994 0.100
C -2.0528 -0.9094 5.0660 0.035
C -1.3190 -0.0266 4.3953 0.028
C 0.1572 0.0119 4.5367 -0.360
O 0.8313 0.8135 3.9212 0.082
H 1.8646 -0.9222 5.5388 0.120
H 0.4916 -2.5760 6.7994 0.124
H -3.1305 -0.9551 4.9747 0.126
H -1.7606 0.6961 3.7201 0.111
C 0.2757 0.6048 -6.6506 0.024
C 0.6472 -0.6702 -6.7375 0.023
C 0.7879 -1.3411 -8.0548 -0.379
O 1.1223 -2.5011 -8.1387 0.119
C 0.5011 -0.5339 -9.2679 0.025
C 0.1310 0.7403 -9.1780 0.021
C -0.0100 1.4085 -7.8625 -0.371
O -0.3458 2.5747 -7.7848 0.081
H 0.1673 1.1123 -5.7001 0.119
H 0.8638 -1.2725 -5.8655 0.112
H 0.6101 -1.0400 -10.2185 0.123
H -0.0825 1.3450 -10.0503 0.122
C 5.9191 -2.3612 -2.7968 0.025
C 5.2686 -2.2228 -3.9492 0.026
C 3.9971 -1.4586 -4.0273 -0.373
O 3.4015 -1.3340 -5.0771 0.100
C 3.4841 -0.8545 -2.7757 0.028
C 4.1348 -0.9920 -1.6252 0.030
C 5.3999 -1.7557 -1.5460 -0.359
O 5.9871 -1.8788 -0.4897 0.088
H 6.8455 -2.9156 -2.7161 0.122
H 5.6281 -2.6559 -4.8739 0.123
H 2.5572 -0.3008 -2.8493 0.111
H 3.7718 -0.5574 -0.7036 0.108
C 7.2008 0.0558 4.9027 0.019
C 5.8944 -0.0827 4.6960 0.017
C 5.3604 -0.4236 3.3538 -0.375
O 4.1670 -0.5490 3.1675 0.093
C 6.3376 -0.6054 2.2516 0.026
C 7.6446 -0.4670 2.4607 0.028
C 8.1797 -0.1266 3.8007 -0.388
O 9.3700 -0.0015 3.9938 0.104
H 7.6111 0.3049 5.8731 0.121
H 5.1659 0.0456 5.4868 0.117
H 5.9313 -0.8551 1.2804 0.081
H 8.3730 -0.5956 1.6702 0.123
C -3.8356 -7.1437 9.7959 0.017
C -4.3496 -7.6266 8.6683 0.017
C -4.3278 -6.8359 7.4119 -0.387
O -4.7983 -7.2767 6.3853 0.104
C -3.7101 -5.4882 7.4617 0.021
C -3.1959 -5.0053 8.5895 0.019
C -3.2175 -5.7950 9.8448 -0.386
O -2.7474 -5.3576 10.8734 0.103
H -3.8419 -7.7036 10.7225 0.120
H -4.8039 -8.6077 8.6115 0.120
H -3.7020 -4.9262 6.5368 0.114
H -2.7422 -4.0248 8.6425 0.105
```

Calculated values
Highest occupied orbital energy   -9.93 eV
Strongest force on any atom   2.5 eV/A